Record 1
Molecular formula: C13H20Cl3N9PRuSSi
Method: DFT, ωB97M-V/def2-TZVPD

Each line ends with the Mulliken spin population.
Geometry (Å):
Ru  -0.146  0.136  0.433  0.9960
Cl  -1.641  1.593  3.394  0.0250
Cl  -3.367  -0.808  1.904  -0.0047
Cl  -3.485  2.290  0.711  -0.0060
S  1.522  2.028  0.781  0.0172
P  0.930  -3.277  -0.703  -0.0001
Si  -2.242  0.886  1.553  -0.0314
N  0.726  -1.539  1.514  -0.0214
N  -1.682  -3.434  -1.735  0.0013
N  -0.557  1.857  -1.417  -0.0135
N  1.364  -3.553  2.074  -0.0002
N  0.059  3.086  -1.197  0.0038
N  2.886  -1.915  -2.185  -0.0001
N  1.449  4.495  -0.054  0.0009
N  -1.211  -1.444  -0.941  -0.0013
N  1.445  -0.544  -1.243  0.0180
C  3.523  -3.138  -2.651  0.0000
C  -2.772  -2.648  -1.958  -0.0014
C  1.785  -1.816  -1.399  -0.0057
C  0.990  -2.754  1.049  0.0024
C  1.315  -2.813  3.220  0.0020
C  -1.536  -4.816  -2.170  -0.0003
C  -2.472  -1.414  -1.457  0.0079
C  1.795  -4.941  2.009  -0.0003
C  0.946  3.280  -0.213  0.0069
C  -0.751  -2.678  -1.107  0.0032
C  3.259  -0.651  -2.527  0.0019
C  2.360  0.191  -1.934  0.0004
C  0.915  -1.559  2.864  0.0011
H  -3.659  -3.015  -2.445  0.0000
H  -0.270  1.463  -2.308  0.0002
H  -2.463  -5.147  -2.629  0.0000
H  2.138  4.646  0.666  -0.0005
H  -1.315  -5.467  -1.326  0.0001
H  4.359  -2.882  -3.295  0.0000
H  -0.231  3.875  -1.759  -0.0001
H  4.111  -0.439  -3.148  0.0003
H  1.552  -3.227  4.185  -0.0002
H  -3.080  -0.526  -1.438  0.0010
H  1.015  -5.571  1.584  0.0000
H  -0.736  -4.899  -2.904  0.0001
H  3.896  -3.727  -1.815  0.0000
H  2.697  -5.034  1.406  0.0000
H  -1.568  1.968  -1.401  0.0010
H  2.345  1.266  -1.951  -0.0009
H  2.814  -3.740  -3.216  0.0000
H  0.778  -0.683  3.476  -0.0022
H  2.016  -5.289  3.013  0.0000
H  1.143  5.297  -0.583  -0.0004

The highest occupied orbital energy (alpha / beta) comes out at -14.557 / -14.548 eV. As for the total energy: -95359.051 eV. The charge is +2. Its energy above the lowest of the compared OMol25 structures with the same formula, charge and spin is 1.546 eV. The multiplicity is 2.

=====

Record 2
Molecular formula: C13H20N2O8
Method: DFT, ωB97M-V/def2-TZVPD

Each line ends with the Löwdin charge.
Geometry (Å):
O  0.131  2.755  1.960  -0.0982
O  -3.903  -1.045  -0.086  -0.0791
O  0.237  -2.152  -2.318  -0.0700
O  4.396  3.801  -2.314  0.1087
O  -1.520  -0.159  -1.145  -0.0100
O  -4.207  -1.827  2.558  0.1073
O  -2.647  -0.807  3.853  0.1051
O  4.125  4.237  -0.110  0.0645
N  2.164  2.117  0.273  0.0772
N  -2.249  1.104  1.847  0.1105
C  -0.802  -0.776  1.017  -0.0480
C  3.937  3.488  -1.087  -0.4470
C  1.035  1.293  0.337  -0.1394
C  -4.290  0.159  0.595  -0.1705
C  0.917  0.098  -0.594  -0.0233
C  3.106  2.198  -0.901  -0.0591
C  -0.143  -2.203  -0.920  -0.1459
C  0.040  1.593  1.260  -0.2360
C  -0.388  -0.723  -0.443  -0.4524
C  -1.077  0.658  1.388  -0.1778
C  -0.689  3.769  1.321  -0.0582
C  -3.568  0.413  1.903  -0.2264
C  -3.551  -0.860  2.837  -0.4524
H  1.782  -0.548  -0.439  0.1363
H  2.566  2.091  -1.817  0.1075
H  -4.135  1.015  -0.049  0.1294
H  -0.420  -1.676  -2.835  0.0834
H  3.747  1.351  -0.946  0.1171
H  -2.373  -0.551  -0.807  0.0705
H  -2.252  0.106  3.871  0.1313
H  -0.817  4.631  1.989  0.0916
H  -5.358  0.077  0.821  0.1300
H  -1.650  -1.425  1.148  0.1149
H  -1.053  -2.794  -0.858  0.1222
H  0.976  0.428  -1.658  0.1398
H  4.790  4.696  -2.206  0.1445
H  -0.178  4.149  0.430  0.0824
H  -4.189  1.132  2.448  0.1447
H  -1.659  3.386  0.976  0.0805
H  -4.203  -1.782  0.465  0.0919
H  -0.025  -1.089  1.674  0.1366
H  2.157  2.896  0.942  0.1386
H  0.628  -2.709  -0.345  0.1275

The highest occupied orbital energy comes out at -7.904 eV. As for the total energy: -33164.174 eV.

=====

Record 3
Molecular formula: C13H20NO8P2
Method: DFT, ωB97M-V/def2-TZVPD

Each line ends with the Löwdin charge.
Geometry (Å):
P  0.102  1.880  -1.763  0.9104
P  -1.087  0.337  3.120  0.3766
O  -2.152  -1.631  0.122  -0.1277
O  1.705  1.093  1.897  -0.0834
O  -2.535  -0.126  2.723  -0.1076
O  -1.026  0.704  4.533  -0.2827
O  -4.177  -2.702  -1.445  -0.0505
O  -0.150  -0.883  2.753  -0.0978
O  0.671  -5.048  -1.349  -0.0165
O  -1.242  -5.933  -3.175  -0.0531
N  2.200  2.690  -0.185  0.0497
C  -0.422  -4.490  -1.439  -0.3864
C  -0.715  -3.333  -0.631  -0.0351
C  -0.631  1.708  1.992  -0.1371
C  -2.736  -4.297  -2.344  -0.0355
C  -1.918  -2.661  -0.580  -0.4168
C  1.549  1.389  -2.803  -0.3004
C  2.856  3.089  1.106  -0.0684
C  2.323  2.277  2.292  -0.1810
C  0.538  1.287  1.082  -0.3359
C  -1.518  -4.987  -2.419  -0.4339
C  -0.975  0.424  -1.697  -0.2718
C  -3.046  -3.212  -1.479  -0.4181
C  0.752  2.325  -0.038  -0.3592
H  0.244  3.240  0.241  0.1085
H  1.135  0.934  -3.693  0.0442
H  2.195  2.224  -3.040  0.0193
H  -1.056  0.073  -2.724  0.0597
H  -0.409  2.581  2.598  0.0898
H  3.191  1.990  2.872  0.1337
H  2.230  3.487  -0.816  0.1661
H  -1.516  1.941  1.404  0.1084
H  2.115  0.588  -2.321  0.0441
H  3.901  2.822  0.987  0.1273
H  -0.544  -0.404  -1.149  0.0236
H  -3.552  -4.594  -2.995  0.0885
H  0.511  -0.973  3.448  0.0956
H  0.277  0.306  0.704  0.1252
H  1.706  2.896  2.942  0.1262
H  -2.484  -0.708  1.914  0.0731
H  2.718  1.887  -0.537  0.1603
H  2.830  4.160  1.258  0.1323
H  -1.975  0.647  -1.355  0.0528
H  0.115  -2.992  -0.011  0.0831

The highest occupied orbital energy comes out at -2.259 eV. As for the total energy: -50252.768 eV. The charge is -1. Its energy above the lowest of the compared OMol25 structures with the same formula, charge and spin is 0.679 eV.